Record 1
Computed, not measured: a single C10H16OSi molecule at a distorted geometry, with ωB97M-V/def2-TZVPD.

HOMO	-8.88	eV
energy	-755.42180	hartree
SMILES	CO[Si](C)(C)c1ccc(C)cc1
ΔE to the lowest compared entry with this formula, charge and spin	0.0	kcal/mol
LUMO energy	0.906	eV

Structure (ORCA input):
```
! wB97M-V def2-TZVPD RIJCOSX def2/J DEFGRID3
* xyz 0 1
C 2.079 0.199 1.793
O 2.460 -0.016 0.468
Si 1.559 0.706 -0.755
C 1.427 2.489 -0.375
C 2.377 0.524 -2.450
C -0.103 -0.067 -0.577
C -1.340 0.540 -0.726
C -2.462 -0.010 -0.140
C -2.359 -1.286 0.437
C -3.566 -1.856 1.108
C -1.160 -1.969 0.481
C -0.038 -1.355 -0.026
H 1.013 0.280 1.890
H 2.358 -0.686 2.350
H 2.536 1.118 2.148
H 0.861 3.136 -1.039
H 2.398 2.961 -0.289
H 1.024 2.580 0.624
H 3.086 -0.299 -2.565
H 1.572 0.375 -3.156
H 2.903 1.458 -2.629
H -1.366 1.487 -1.227
H -3.402 0.510 -0.154
H -4.425 -1.785 0.427
H -3.455 -2.911 1.277
H -3.738 -1.297 2.042
H -1.145 -2.948 0.971
H 0.907 -1.877 0.092
*
```

=====

Record 2
Computed, not measured: a single C13H15NO molecule at a distorted geometry, with ωB97M-V/def2-TZVPD.

HOMO	-8.85	eV
energy	-634.14017	hartree
SMILES	CC(C)(C)N1O[C@H]1C#Cc1ccccc1
ΔE to the lowest compared entry with this formula, charge and spin	137.3	kcal/mol
LUMO energy	0.586	eV

Structure (ORCA input):
```
! wB97M-V def2-TZVPD RIJCOSX def2/J DEFGRID3
* xyz 0 1
C 2.564 -0.663 -1.379
C 2.588 0.587 -0.341
C 3.537 1.799 -0.676
C 3.112 0.099 1.006
N 1.138 0.911 -0.384
O 0.667 1.682 0.706
C 0.302 0.309 0.709
C -1.064 -0.064 0.477
C -2.187 -0.259 0.057
C -3.587 -0.248 0.058
C -4.123 0.773 0.808
C -5.462 1.097 0.791
C -6.296 0.394 -0.115
C -5.723 -0.596 -0.919
C -4.390 -0.891 -0.875
H 2.194 -1.502 -0.807
H 1.626 -0.324 -2.026
H 3.535 -0.817 -1.918
H 3.259 2.585 -0.002
H 3.130 2.373 -1.576
H 4.610 1.476 -0.685
H 2.717 0.531 1.874
H 2.939 -0.969 1.135
H 4.113 0.311 1.011
H 0.776 -0.310 1.424
H -3.445 1.310 1.526
H -5.820 2.018 1.353
H -7.350 0.544 -0.301
H -6.357 -0.975 -1.712
H -3.993 -1.721 -1.295
*
```

=====

Record 3
Computed, not measured: a single C3H8Cl2FOPSi molecule at a distorted geometry, with ωB97M-V/def2-TZVPD.

HOMO	-8.05	eV
energy	-1845.58351	hartree
SMILES	C=P(Cl)(Cl)O[Si](C)(C)F
ΔE to the lowest compared entry with this formula, charge and spin	2.9	kcal/mol
LUMO energy	0.435	eV

Structure (ORCA input):
```
! wB97M-V def2-TZVPD RIJCOSX def2/J DEFGRID3
* xyz 0 1
C 0.593 3.004 1.190
P 0.291 1.901 -0.069
Cl -1.420 2.027 -1.254
Cl 1.747 2.204 -1.369
O 0.348 0.356 0.152
Si -0.008 -1.175 -0.521
C 1.115 -2.055 0.706
C -1.840 -1.329 -0.641
F 0.595 -1.035 -1.982
H 0.659 4.128 0.937
H 0.136 2.741 2.121
H 2.133 -2.114 0.248
H 1.457 -1.560 1.684
H 0.849 -3.081 0.842
H -2.387 -1.290 0.293
H -2.186 -0.398 -1.194
H -2.080 -2.324 -1.144
*
```

=====

Record 4
Computed, not measured: 2 unconnected molecules or ions with the total composition C4H7NO2, with ωB97M-V/def2-TZVPD.

HOMO	-9.95	eV
energy	-361.76267	hartree
SMILES	O=C[C@@H]1NCC1=O.[H][H]
ΔE to the lowest compared entry with this formula, charge and spin	74.2	kcal/mol
LUMO energy	0.435	eV

Structure (ORCA input):
```
! wB97M-V def2-TZVPD RIJCOSX def2/J DEFGRID3
* xyz 0 1
O 1.769 0.403 1.286
C 1.445 -0.372 0.416
C 0.550 0.051 -0.736
N 0.252 1.488 -0.727
C -1.085 1.286 -0.121
C -0.969 -0.178 -0.509
O -1.724 -1.081 -0.710
H 1.815 -1.414 0.410
H 0.934 -0.367 -1.676
H 0.890 1.978 -0.106
H -1.108 1.398 0.973
H -1.906 1.850 -0.571
H -0.406 -2.431 1.395
H -0.456 -2.611 0.676
*
```

=====

Record 5
Computed, not measured: 2 unconnected molecules or ions with the total composition C18H39BrNO4P at a distorted geometry, with ωB97M-V/def2-TZVPD.

HOMO	-9.02	eV
energy	-3979.86927	hartree
SMILES	C#C[PH](Br)(CCN)CCCCCCCOC.COCCOCCOC
LUMO energy	-0.093	eV

Structure (ORCA input):
```
! wB97M-V def2-TZVPD RIJCOSX def2/J DEFGRID3
* xyz 0 1
C -1.229 -2.238 6.531
C -2.081 -2.120 5.392
P -2.901 -1.957 3.632
Br -3.682 0.167 4.113
C -2.413 -3.739 3.147
C -3.814 -4.644 3.119
N -3.524 -6.138 2.878
C -1.871 -1.154 2.222
C -0.378 -0.826 2.891
C 0.783 -0.602 1.749
C 2.201 -0.346 2.598
C 3.452 -1.036 1.784
C 3.471 -0.592 0.204
C 2.862 -1.742 -0.827
O 1.733 -1.137 -1.566
C 0.595 -2.069 -1.685
H -0.290 -2.202 7.266
H -4.302 -2.360 3.485
H -1.686 -4.213 3.932
H -1.919 -3.856 2.092
H -4.405 -4.521 4.123
H -4.518 -4.236 2.246
H -2.506 -6.157 2.575
H -4.047 -6.372 1.997
H -2.328 -0.128 1.842
H -1.700 -1.841 1.290
H -0.031 -1.762 3.534
H -0.485 0.116 3.602
H 0.543 0.279 1.001
H 0.923 -1.648 1.193
H 2.071 -0.914 3.639
H 2.368 0.789 2.831
H 3.379 -2.193 1.969
H 4.445 -0.600 2.281
H 4.589 -0.428 -0.102
H 2.880 0.410 0.027
H 3.689 -2.175 -1.569
H 2.540 -2.650 -0.136
H 0.455 -2.785 -0.761
H -0.429 -1.497 -1.842
H 0.756 -2.735 -2.661
C -0.983 3.525 -6.136
O -0.514 4.147 -4.951
C -1.523 4.301 -3.955
C -0.940 4.066 -2.556
O -0.605 2.703 -2.262
C 0.473 2.128 -3.013
C 1.859 2.692 -2.685
O 1.991 4.040 -3.134
C 2.625 4.883 -2.184
H -1.483 4.262 -6.771
H -0.118 3.123 -6.671
H -1.657 2.691 -5.917
H -2.359 3.605 -4.118
H -1.897 5.326 -4.026
H -1.714 4.339 -1.827
H -0.095 4.725 -2.355
H 0.263 2.158 -4.082
H 0.475 1.066 -2.741
H 2.620 2.102 -3.208
H 2.037 2.610 -1.606
H 2.223 4.722 -1.178
H 2.421 5.921 -2.463
H 3.703 4.715 -2.196
*
```

=====

Record 6
Computed, not measured: 10 unconnected molecules or ions with the total composition C11H42O10 at a distorted geometry, with ωB97M-V/def2-TZVPD.

HOMO	-9.80	eV
energy	-1196.43163	hartree
SMILES	CCO.CO.CO.CO.CO.CO.CO.CO.CO.CO
ΔE to the lowest compared entry with this formula, charge and spin	105.8	kcal/mol
LUMO energy	0.059	eV

Structure (ORCA input):
```
! wB97M-V def2-TZVPD RIJCOSX def2/J DEFGRID3
* xyz 0 1
C -2.728 -1.908 1.405
C -3.136 -1.785 -0.079
O -4.238 -2.631 -0.400
H -2.142 -1.089 1.824
H -2.112 -2.794 1.459
H -3.547 -2.082 2.038
H -2.300 -1.814 -0.775
H -3.438 -0.770 -0.243
H -4.150 -3.428 0.104
C -0.414 -1.558 3.999
O -0.905 -0.719 5.026
H -0.419 -0.945 3.123
H -1.078 -2.354 3.797
H 0.621 -1.899 4.153
H -0.309 0.055 5.040
C 0.285 -0.108 -0.478
O -0.091 0.491 0.766
H 0.584 0.709 -1.168
H -0.651 -0.595 -0.912
H 1.176 -0.711 -0.440
H -0.869 1.039 0.517
C -0.254 -1.527 -3.495
O 0.203 -2.610 -2.656
H 0.264 -1.559 -4.493
H 0.033 -0.671 -2.985
H -1.250 -1.514 -3.702
H 1.127 -2.586 -2.524
C 2.869 -0.426 2.280
O 3.664 -0.782 3.346
H 2.511 0.548 2.498
H 1.988 -1.029 2.190
H 3.197 -0.587 1.290
H 4.492 -0.566 3.108
C 0.802 -3.457 1.660
O 0.175 -4.713 1.657
H 1.220 -3.259 2.644
H 0.062 -2.640 1.419
H 1.653 -3.305 0.945
H 0.774 -5.244 1.131
C 1.955 3.225 0.168
O 1.606 2.636 1.345
H 1.159 3.506 -0.505
H 2.664 2.605 -0.335
H 2.555 4.107 0.344
H 1.142 1.870 1.127
C 2.410 1.268 -3.523
O 2.975 0.619 -2.389
H 3.039 1.110 -4.368
H 2.422 2.329 -3.365
H 1.409 1.027 -3.790
H 3.208 -0.304 -2.630
C -0.972 3.158 -2.704
O -1.555 3.821 -3.727
H -0.085 2.586 -3.121
H -1.689 2.568 -2.145
H -0.431 3.899 -2.066
H -0.858 4.221 -4.272
C -2.226 2.990 0.701
O -2.764 1.739 0.251
H -1.439 3.316 0.026
H -1.820 2.932 1.694
H -3.058 3.704 0.746
H -3.319 1.887 -0.533
*
```

=====

Question: HOMO of number 5 (C18H39BrNO4P)?
Answer: -9.02 eV

=====

Question: Number 1 is which compound?
Answer: C10H16OSi

=====

Question: Among the records above, which one has the highest LUMO energy?
Answer: C10H16OSi

=====

Question: Among the records above, which one has the lowest HOMO?
Answer: C4H7NO2